1.
The following is a quantum chemistry calculation of a structure of composition C42H30AsCoN6O3, from the Open Molecules 2025 dataset.

Positions of all 83 atoms, in Å:
Co  0.236  1.301  0.250
O  1.994  1.950  3.747
C  1.679  1.732  2.604
N  0.516  1.195  2.114
C  -0.396  0.514  2.862
O  -0.360  0.222  4.037
C  -1.537  0.050  1.987
C  -2.598  -0.662  2.508
C  -3.618  -1.054  1.657
C  -3.533  -0.723  0.314
C  -2.436  -0.007  -0.133
N  -1.461  0.377  0.688
C  2.629  1.978  1.457
C  3.951  2.336  1.646
C  4.779  2.395  0.539
C  4.267  2.074  -0.711
C  2.930  1.738  -0.821
N  2.136  1.715  0.245
H  -2.592  -0.882  3.567
H  -4.470  -1.604  2.035
H  -4.308  -0.991  -0.392
H  -2.347  0.277  -1.172
H  4.290  2.541  2.652
H  5.819  2.676  0.647
H  4.889  2.093  -1.595
H  2.460  1.497  -1.765
O  1.075  -0.642  0.060
As  0.667  -2.125  -0.545
C  2.322  -3.031  -0.903
C  2.336  -4.286  -1.501
C  3.546  -4.921  -1.731
C  4.735  -4.299  -1.369
C  4.716  -3.045  -0.775
C  3.506  -2.405  -0.541
C  -0.261  -3.151  0.782
C  -0.019  -2.788  2.103
C  -0.581  -3.527  3.134
C  -1.383  -4.621  2.841
C  -1.616  -4.987  1.521
C  -1.050  -4.257  0.486
C  -0.289  -2.102  -2.201
C  0.408  -1.623  -3.307
C  -0.229  -1.542  -4.535
C  -1.550  -1.954  -4.659
C  -2.239  -2.439  -3.558
C  -1.610  -2.512  -2.323
H  1.409  -4.767  -1.795
H  3.565  -5.898  -2.196
H  5.679  -4.796  -1.551
H  5.644  -2.564  -0.493
H  3.467  -1.426  -0.078
H  0.611  -1.933  2.320
H  -0.395  -3.240  4.161
H  -1.825  -5.196  3.645
H  -2.239  -5.843  1.295
H  -1.230  -4.553  -0.541
H  1.437  -1.300  -3.206
H  0.301  -1.149  -5.393
H  -2.051  -1.877  -5.615
H  -3.276  -2.728  -3.651
H  -2.162  -2.864  -1.459
N  -0.074  1.373  -1.660
C  -0.807  1.572  -2.546
N  -1.538  1.819  -3.566
C  -2.719  1.229  -3.668
N  -3.761  0.735  -3.798
C  -3.453  5.236  2.377
C  -3.351  3.833  2.436
C  -2.336  3.181  1.797
C  -1.337  3.854  1.046
C  -0.238  3.213  0.367
C  0.606  4.031  -0.344
C  0.476  5.434  -0.404
C  -0.533  6.052  0.262
C  -1.461  5.276  0.992
C  -2.523  5.931  1.665
H  -4.259  5.749  2.886
H  -4.084  3.262  2.994
H  -2.315  2.114  1.868
H  1.406  3.613  -0.937
H  1.188  6.005  -0.988
H  -0.651  7.129  0.238
H  -2.576  7.012  1.598

Highest occupied orbital energy = -7.612 eV
Molecular weight = 800.6 g/mol

=====

2.
The following is a quantum chemistry calculation of an isolated molecule of C9H13NO3S in a non-equilibrium geometry, from the Open Molecules 2025 dataset.

Positions of all 27 atoms, in Å:
C  0.853  -1.699  1.405
C  0.004  -1.187  0.245
C  -0.138  0.410  -0.011
C  1.228  1.123  -0.106
C  1.949  1.857  0.762
C  3.159  2.289  0.088
C  2.964  1.915  -1.221
O  1.844  1.150  -1.313
N  -1.003  0.833  -1.087
C  -2.418  0.412  -0.994
C  -2.550  -1.081  -0.623
S  -1.691  -1.651  0.767
O  -1.920  -0.938  1.977
O  -1.807  -3.092  0.812
H  0.467  -1.310  2.432
H  1.925  -1.374  1.303
H  1.027  -2.752  1.569
H  0.303  -1.643  -0.766
H  -0.664  0.690  0.865
H  1.584  2.103  1.781
H  3.890  2.877  0.529
H  3.511  2.117  -2.086
H  -0.745  0.565  -2.077
H  -3.077  0.418  -1.910
H  -2.980  1.052  -0.248
H  -3.617  -1.341  -0.604
H  -2.098  -1.746  -1.487

Highest occupied orbital energy = -8.904 eV
Structure (SMILES) = C[C@@H]1[C@@H](c2ccco2)NCCS1(=O)=O
Molecular weight = 215.3 g/mol

=====

3.
The following is a quantum chemistry calculation of a structure of composition C7H8O2 in a non-equilibrium geometry, from the Open Molecules 2025 dataset.

Positions of all 17 atoms, in Å:
C  -1.057  -0.780  -2.897
C  0.049  -0.095  -1.055
C  -1.100  0.143  -0.184
C  -0.934  0.306  1.278
C  0.318  0.343  1.842
C  1.427  0.167  1.030
C  1.256  0.002  -0.360
H  -1.767  -1.541  -2.405
H  -0.646  -1.327  -4.041
H  -1.728  -0.260  -2.927
H  -2.364  -0.186  -0.721
H  -1.824  0.215  1.719
H  -0.374  0.645  3.465
H  2.500  -0.143  1.428
H  2.485  -0.287  -1.021
O  0.024  -0.241  -2.312
O  0.472  0.537  3.134

Highest occupied orbital energy = -8.109 eV
Molecular weight = 124.1 g/mol

=====

4.
The following is a quantum chemistry calculation of an isolated molecule of C3H4N4 in a non-equilibrium geometry, from the Open Molecules 2025 dataset.

Positions of all 11 atoms, in Å:
C  1.855  -0.615  -0.039
C  -1.077  0.458  0.393
C  -0.404  -0.598  -0.550
N  2.724  -0.906  0.665
N  -0.311  1.644  0.252
N  0.707  1.735  -0.327
N  0.907  -0.236  -0.842
H  -2.143  0.448  0.379
H  -0.820  0.109  1.524
H  -0.538  -1.445  0.017
H  -0.900  -0.594  -1.471

Highest occupied orbital energy (alpha / beta) = -9.253 / -9.253 eV
Molecular weight = 96.1 g/mol

=====

5.
The following is a quantum chemistry calculation of a structure of composition C5H7NO in a non-equilibrium geometry, from the Open Molecules 2025 dataset.

Positions of all 14 atoms, in Å:
C  2.466  0.007  0.738
N  1.265  0.802  0.557
C  0.286  0.321  -0.052
O  0.060  -0.954  -0.581
C  -1.267  -0.540  -0.970
C  -2.049  -0.096  0.218
C  -1.067  0.842  -0.427
H  3.292  0.533  0.248
H  2.712  -0.056  1.804
H  2.398  -1.007  0.327
H  -1.891  -1.141  -1.601
H  -1.853  -0.641  1.129
H  -3.090  0.119  -0.027
H  -1.292  1.839  -0.779

Highest occupied orbital energy = -9.367 eV
Molecular weight = 97.1 g/mol

=====

6.
The following is a quantum chemistry calculation of a cluster of 2 separate species, C3H11N3 in total in a non-equilibrium geometry, from the Open Molecules 2025 dataset.

Positions of all 17 atoms, in Å:
C  2.066  -1.408  -0.554
N  0.922  -1.883  -0.374
C  0.455  -2.072  0.970
H  2.438  -1.055  -1.508
H  2.798  -1.320  0.247
H  0.217  -1.092  1.383
H  1.235  -2.435  1.647
H  -0.417  -2.712  1.000
N  -1.623  0.827  0.694
C  -0.563  1.384  -0.136
N  -0.842  2.666  -0.801
H  -1.962  1.488  1.385
H  -2.445  0.647  0.135
H  0.276  1.647  0.493
H  -0.394  0.655  -0.922
H  -1.521  2.611  -1.545
H  -1.036  3.400  -0.138

Highest occupied orbital energy = -8.887 eV
Structure (SMILES) = C=NC.NCN
Molecular weight = 89.1 g/mol